Record 1
The following is a quantum chemistry calculation of a 8-piece molecular cluster, C42H77N14O4S overall, from the Open Molecules 2025 dataset.

Positions of all 138 atoms, in Å:
C (4.93471, 4.65657, -0.53535)
N (-2.04409, 4.11059, -0.70076)
C (0.03878, -0.57562, -4.25025)
C (-1.32884, -1.31800, -7.18215)
N (0.70043, -4.30795, 1.86672)
C (6.96784, -1.15950, 1.48889)
C (-7.70974, -2.41889, -0.40509)
C (-1.08671, 3.49393, -1.52165)
N (3.65387, 4.14603, -0.51453)
C (-6.38972, -2.65526, -1.25964)
C (-1.75405, -1.34058, 2.21008)
H (-0.00479, -1.38556, 5.01461)
C (-1.93735, 0.90763, 3.31572)
C (-1.86567, -0.50045, -6.04988)
H (0.32098, 4.52544, -4.15124)
H (-3.61147, 5.52572, -1.20373)
H (2.18490, -1.49108, 2.71432)
C (5.06608, 0.57493, -2.76517)
H (-8.40259, -1.76528, -0.93505)
O (1.27490, 1.37756, -1.28436)
H (0.54795, -1.73110, 6.63523)
C (-4.71081, -1.24509, 0.01483)
H (6.60439, 4.28163, 0.83592)
C (3.57010, 3.25334, 0.52447)
H (-2.25394, -3.50779, 1.81118)
H (-1.43312, -2.39728, -7.07090)
H (-2.94695, -0.49311, -5.91250)
H (3.07449, -0.39388, -0.99077)
H (0.23666, -5.07262, 3.81187)
C (-2.18063, 4.87283, -2.86328)
H (2.79652, 4.39251, -2.36051)
C (0.22039, -5.38536, 1.00414)
H (-2.38064, -2.75972, -1.48273)
H (2.33623, -2.17711, 5.31495)
H (-1.92387, 5.00535, 2.48767)
H (0.94781, -1.35732, -2.21475)
H (4.22780, -1.44755, 1.28747)
C (2.56274, 4.61740, -1.31990)
C (5.61588, 4.03957, 0.47446)
H (-3.28410, 3.81586, 0.81606)
H (2.68006, 2.71339, 0.81202)
C (1.53702, -2.88322, 5.08964)
C (-1.88872, -1.65237, -3.79844)
H (-1.09687, -3.76964, -1.81192)
H (-3.23952, 2.05739, -2.34422)
N (-2.31297, -0.47260, 3.12888)
H (2.35800, 5.68672, -1.26756)
N (-1.22398, -0.82720, -4.73336)
H (-0.45138, 4.79912, 1.57639)
C (4.63825, -0.91073, 0.44500)
N (-1.13004, 3.99597, -2.81043)
H (-4.96211, -3.35226, 4.11325)
H (1.06440, -5.76250, 0.42663)
C (6.28485, -0.14366, -0.71370)
H (-1.74454, 5.95627, 0.99647)
N (-3.93282, 0.07672, -1.66660)
C (0.69085, -4.32502, 3.17847)
H (-2.76437, 1.59650, 3.14371)
H (-2.53484, 5.39615, -3.73911)
H (2.94166, 0.77213, -3.24760)
H (-1.43534, 1.07060, 4.26941)
C (-3.93872, -3.68733, 3.94439)
C (-0.22596, 3.62605, -3.86831)
H (-1.73285, 2.91621, 0.93528)
H (0.78266, -0.01019, -4.79187)
H (-8.11970, -3.42882, -0.39633)
H (-1.65966, 0.54215, -6.29204)
H (-3.85263, -5.08187, 5.60811)
H (7.87057, -1.31512, 0.89817)
C (-4.95909, -0.71095, -2.13074)
C (-1.51719, 5.00438, 1.47638)
C (5.04811, 2.17998, 2.10205)
H (3.62629, 2.21558, -2.36572)
H (-6.61798, -2.73182, -2.32272)
C (-2.20390, 3.86513, 0.67882)
H (4.29573, 1.39560, 2.18444)
N (5.13397, 0.13486, -1.38189)
O (0.41179, 1.82015, 0.85468)
H (-0.57612, -5.00072, 0.36717)
H (5.15176, -0.31231, -3.39251)
H (3.89974, 2.02452, -3.96615)
H (-0.47232, -2.93349, 5.87230)
C (-2.38361, -2.59789, 2.37833)
H (-2.29165, -4.48188, 5.12753)
H (6.54166, -2.01398, 2.01457)
H (-3.57587, -3.59091, 6.05637)
C (0.30375, -2.19302, 5.67862)
H (-5.41900, -0.63357, -3.10486)
N (-3.21204, -2.51470, 3.46656)
C (3.81051, 1.40662, -3.07265)
H (-5.95478, -3.61487, -0.98022)
H (-0.81146, -2.31673, -0.79604)
C (1.44529, -3.21402, 1.46715)
H (7.20235, -0.38816, 2.22247)
C (0.18110, -1.25746, -2.96879)
C (-3.08725, 0.99076, -2.50917)
C (4.10445, -0.40454, -0.66601)
N (-1.01290, -1.91446, -2.77547)
O (1.51079, -0.34214, 0.45097)
H (-0.50186, 2.66846, -1.14356)
H (-7.60114, -2.20121, 0.65741)
H (5.89552, 1.24817, -2.98170)
H (-1.82554, -1.02104, -8.10584)
H (-4.85962, -1.90680, 0.85531)
C (-1.31031, -2.70862, -1.68242)
C (1.63908, -2.41227, 2.57329)
H (1.80305, -3.80213, 5.61206)
H (1.68808, -3.06188, 0.42584)
H (-3.77502, -0.82670, 4.75722)
S (0.63408, 0.71340, -0.12818)
H (7.21021, 0.31425, -1.03061)
H (1.70167, 4.00622, -1.04948)
H (-1.27283, 1.11399, 2.47672)
H (0.39844, 2.78711, -3.56107)
H (-2.86611, 0.20356, 0.09925)
H (-0.28278, -1.03354, -7.29587)
N (1.29022, -3.16050, 3.66147)
C (-3.69289, -0.30032, -0.37921)
H (-0.13255, -6.22607, 1.60141)
O (-0.64787, 0.18811, -0.55879)
H (-3.27961, 0.74322, -3.55312)
C (-2.77635, 4.93384, -1.54819)
H (6.30229, 3.59288, 3.41540)
H (5.88998, 1.57293, 1.76912)
H (4.64740, 3.80655, 3.65655)
H (-2.89100, -2.01219, -3.97836)
H (5.27220, 5.40569, -1.23628)
H (5.41325, 2.33154, 4.28631)
H (-1.08314, -1.01321, 1.42962)
H (-0.87339, 3.21406, -4.64239)
C (-3.22369, -1.18680, 3.90121)
C (5.37399, 3.02232, 3.44406)
N (-5.43028, -1.53677, -1.14044)
H (-2.03583, 0.75449, -2.34549)
C (-3.34580, -4.21187, 5.19059)
H (-4.01856, -4.57932, 3.32304)
N (4.75880, 3.12419, 1.03898)
N (5.99985, -0.70695, 0.48163)

Atoms 1-2, force components in eV/Å:
0.04 -0.47 0.60
1.94 -0.97 -6.15

Maximum force   6.5 eV/Å
Net charge   +6
LUMO level (spin up / spin down)   -12.56 / -17.36 eV
2S+1   2

Atomic partial charges in e from the Mulliken method, atoms 1 to 5:
1 C -0.716
2 N 0.711
3 C -1.005
4 C -1.179
5 N 0.247

---

Record 2
The following is a quantum chemistry calculation of C40H41NO4P2Ti as an isolated structure, from the Open Molecules 2025 dataset.

Positions of all 89 atoms, in Å:
C (-3.17826, 5.08345, -1.08827)
C (-5.59375, -0.91388, -0.49824)
C (-1.43365, -5.82340, 2.17657)
H (1.55250, -4.81090, -1.52457)
H (0.26308, -0.78327, -2.38512)
H (4.93930, 2.45959, 3.55339)
C (-1.56094, 1.75643, 4.57606)
C (0.60830, -1.77726, -2.70021)
C (-0.89295, -4.71277, 0.11388)
C (-1.20329, 3.43220, 2.41633)
N (3.19911, 1.71053, 2.57640)
C (-5.81411, 0.32604, 0.10325)
C (0.03521, -3.92606, 2.19900)
C (-1.80675, -1.17923, -0.39156)
H (3.24699, 2.33606, 0.57674)
H (1.37794, -3.40374, -5.55247)
H (-1.58002, -0.71927, 2.52627)
H (-0.53294, 4.89280, 3.83432)
H (-0.23651, 1.34600, -2.03857)
C (2.47609, -2.34616, 0.56241)
C (-0.63625, -4.92670, 2.87775)
H (-1.87941, 0.69606, -2.44586)
H (-3.06606, 5.72924, -3.12658)
H (3.69680, 4.92048, 3.30394)
H (1.54530, 3.95225, 2.55610)
H (-6.43719, -1.51331, -0.81112)
H (-1.00456, -4.63201, -0.95897)
H (3.10609, -3.00381, -0.04330)
H (-1.69382, 1.10150, 5.42491)
H (-1.89612, 3.71028, -3.89124)
H (-3.71661, 5.95678, -0.75162)
H (-1.76686, -2.02823, 0.30513)
H (-4.90013, 2.07450, 0.93370)
H (3.81511, 0.96244, 2.18402)
C (0.78496, -1.98898, -4.05521)
P (-1.94124, 1.54078, 0.52670)
C (-2.15776, 2.94944, -0.60215)
H (-2.29224, -0.65362, 4.13164)
O (3.79294, -0.34886, 0.81941)
C (1.50960, -4.23559, -3.58430)
C (-2.85501, 4.08281, -0.18703)
Ti (-0.02666, -0.02794, -0.03893)
H (-1.03996, 4.08762, 1.57099)
H (2.61939, -2.60310, 1.61281)
C (2.54930, 2.41170, 1.41817)
C (1.33036, -4.01585, -2.22618)
C (-3.21198, -0.62397, -0.28941)
H (4.53756, 4.20370, 1.93215)
C (-4.73839, 1.10090, 0.48864)
H (-0.53644, -5.01330, 3.94974)
C (3.90510, 2.76241, 3.41555)
C (-1.56475, -5.71332, 0.80129)
C (-1.20580, 1.55016, -2.52322)
C (-2.81882, 4.95292, -2.41802)
H (-0.95254, 1.67141, -3.57567)
C (-1.86890, 1.27755, 3.30786)
C (-3.44635, 0.61261, 0.29147)
H (-3.27451, -0.27038, 2.71987)
O (0.78732, 1.93886, -0.10822)
H (-6.82140, 0.68422, 0.25477)
C (-0.89794, 3.88536, 3.69178)
C (-2.28597, -0.15965, 3.16187)
C (2.40438, 3.85447, 1.88487)
C (-2.15618, 3.81495, -2.84689)
H (1.86953, -5.19506, -3.92884)
C (-1.09163, 3.04711, 4.77597)
H (-4.15316, -2.35690, -1.14980)
H (-1.65016, -1.63543, -1.38096)
O (2.00761, -0.27842, -0.49602)
H (2.47698, 1.21906, 3.11508)
C (3.71822, 4.06146, 2.63751)
C (-1.82681, 2.79719, -1.96092)
H (3.40635, 2.78196, 4.38242)
C (-1.71666, 2.15020, 2.21562)
H (-2.18659, -6.41032, 0.25881)
P (0.74581, -2.44659, 0.00592)
H (2.27236, 4.52994, 1.04316)
H (0.58391, -1.19759, -4.76355)
C (0.86730, -2.78229, -1.77209)
C (-0.08038, -3.82080, 0.80977)
H (0.65458, -3.23105, 2.75646)
H (-1.95153, -6.61013, 2.70496)
C (-4.30881, -1.38777, -0.69472)
O (0.85929, 0.68863, 1.66652)
H (-3.16600, 4.18791, 0.84402)
C (1.31980, 1.67368, 0.98667)
H (-0.87942, 3.39354, 5.77710)
C (1.23509, -3.22850, -4.49678)
C (2.83318, -0.89195, 0.30655)

Atoms 1-2, force components in eV/Å:
-0.01 0.01 0.01
0.01 0.04 0.02

Maximum force   0.8 eV/Å
Net charge   +2
LUMO level   -6.63 eV

Atomic partial charges in e from the Mulliken method, atoms 1 to 5:
1 C -0.920
2 C -0.753
3 C -0.531
4 H 0.531
5 H 0.542